Entry 1:
# C53H76IN4O34

A structure of composition C53H76IN4O34 (ωB97M-V/def2-TZVPD, the Open Molecules 2025 dataset).

Calculated values
total charge	+1
orbital gap	0.291	Eh
LUMO level	-3.5	eV
multiplicity	1

XYZ file:
```
168
Properties=species:S:1:pos:R:3:forces:R:3
C -0.535 2.469 0.688 0.403 0.489 -0.667
O -1.705 1.707 0.372 0.016 0.260 0.894
C -2.299 1.117 1.541 0.065 -0.799 0.582
C -1.518 -0.186 2.003 0.246 0.520 -0.350
C -0.892 -0.975 0.793 -0.117 -0.693 0.453
C -1.978 -1.576 -0.188 0.067 0.333 0.100
C -1.627 -1.388 -1.728 -0.898 -0.112 0.321
C -1.307 -2.774 -2.448 0.582 0.474 0.916
C 0.261 -2.969 -2.348 -0.528 -0.784 0.523
C 0.869 -4.065 -3.295 0.340 0.241 0.483
C 0.993 -3.615 -4.805 -0.479 -0.817 0.163
C 0.673 -2.108 -5.054 -0.712 -0.721 -1.736
N 1.620 -1.127 -4.496 0.652 -0.342 0.408
I 3.512 -1.773 -3.903 -0.556 0.117 -0.307
C 1.408 0.177 -4.309 0.480 0.455 0.301
N 2.384 0.981 -3.716 -2.957 1.904 -0.642
C 1.766 2.215 -3.662 -0.723 -2.591 -1.016
N 0.519 2.138 -4.214 1.258 2.761 0.785
C -0.370 3.294 -4.275 -2.589 1.273 0.439
C -0.254 4.360 -5.254 -1.422 0.098 1.423
C -1.220 5.465 -5.160 -0.488 -0.884 1.203
C -2.269 5.505 -4.141 1.086 -2.029 0.448
C -2.399 4.407 -3.173 2.132 -0.294 -1.922
C -1.443 3.317 -3.268 0.140 1.008 -0.863
N 0.261 0.869 -4.649 1.344 -0.182 0.266
C -1.007 0.532 -5.304 -0.997 -1.008 -0.772
H -0.449 2.755 1.767 -0.204 -0.313 -0.819
H -0.582 3.419 0.081 0.065 -0.858 0.631
H 0.403 1.923 0.380 -0.795 0.364 0.382
H -3.372 0.848 1.354 1.045 0.425 -0.320
H -2.289 1.873 2.370 -0.094 -0.615 -0.590
H -2.230 -0.826 2.593 0.751 0.503 -0.489
H -0.678 0.146 2.671 -0.714 -0.440 -0.399
H -0.308 -1.852 1.204 -0.444 1.000 -0.244
H -0.138 -0.325 0.270 -0.852 -0.503 0.345
H -2.084 -2.669 0.043 0.013 0.933 -0.270
H -2.980 -1.120 0.046 0.992 -0.417 -0.397
H -2.491 -0.847 -2.215 0.762 -0.705 0.401
H -0.758 -0.672 -1.753 -0.587 -0.731 -0.305
H -1.726 -2.854 -3.483 0.459 0.201 0.743
H -1.779 -3.610 -1.857 0.258 0.855 -0.749
H 0.456 -3.320 -1.291 -0.131 0.481 -0.997
H 0.743 -1.962 -2.426 -0.149 -0.993 -0.122
H 1.880 -4.354 -2.886 -0.930 0.339 -0.529
H 0.241 -4.993 -3.211 0.493 0.887 -0.176
H 1.968 -3.971 -5.245 -0.900 0.739 0.408
H 0.213 -4.197 -5.379 0.698 0.858 0.412
H -0.393 -1.946 -4.730 1.352 0.149 0.166
H 0.653 -1.955 -6.178 0.124 -0.225 1.032
H 2.112 3.187 -3.257 0.035 -1.112 -0.290
H 0.541 4.346 -6.039 -0.847 0.039 0.817
H -1.205 6.327 -5.872 0.276 -1.067 0.637
H -3.004 6.337 -4.049 0.865 -0.622 -0.413
H -3.177 4.343 -2.384 0.625 0.313 -0.774
H -1.527 2.466 -2.545 0.169 0.814 -0.689
H -1.477 1.404 -5.836 0.750 -0.593 0.911
H -0.844 -0.241 -6.105 0.120 0.866 0.899
H -1.718 0.082 -4.564 0.524 0.634 -0.555
C -6.089 -4.680 -4.071 -0.685 0.272 -0.193
C -4.816 -4.633 -4.869 0.049 0.094 -0.604
O -3.809 -4.674 -3.860 -0.166 -0.146 0.242
C -4.362 -5.254 -2.761 0.082 -0.066 0.458
O -3.745 -5.589 -1.798 -0.097 0.104 -0.225
O -5.703 -5.400 -2.903 0.556 -0.005 -0.020
H -6.894 -5.193 -4.595 0.048 -0.116 0.197
H -6.435 -3.687 -3.774 0.075 -0.037 0.050
H -4.696 -5.501 -5.522 -0.006 0.009 0.058
H -4.732 -3.726 -5.466 0.162 -0.008 0.142
C 1.716 5.076 -0.714 -0.387 -0.284 -0.357
C 2.927 5.878 -1.097 0.385 0.130 -0.625
O 3.075 6.777 -0.001 -0.382 -0.238 0.367
C 2.469 6.205 1.073 0.150 0.201 0.370
O 2.549 6.613 2.188 -0.021 -0.130 -0.253
O 1.756 5.103 0.708 0.212 0.277 0.030
H 1.759 4.052 -1.084 0.060 -0.025 0.268
H 0.783 5.537 -1.050 0.021 0.042 0.035
H 3.825 5.266 -1.174 -0.116 0.018 0.037
H 2.788 6.423 -2.031 0.019 0.183 0.171
C -6.014 -3.373 1.562 -0.034 -0.245 0.990
C -6.882 -4.108 0.585 -0.359 -0.586 0.134
O -6.799 -3.288 -0.584 0.523 0.408 -0.046
C -5.640 -2.582 -0.501 0.080 0.034 -0.145
O -5.183 -1.928 -1.395 -0.125 -0.268 0.216
O -5.071 -2.716 0.723 -0.128 0.232 -0.812
H -5.512 -4.043 2.258 0.034 0.125 -0.142
H -6.566 -2.619 2.129 -0.001 0.007 -0.080
H -6.497 -5.102 0.347 0.053 0.084 -0.035
H -7.911 -4.200 0.926 0.004 0.135 -0.213
C 6.656 1.866 0.546 0.721 -0.298 0.165
C 5.709 2.443 1.556 0.122 -0.082 0.762
O 4.838 3.235 0.751 -0.046 -0.114 -0.653
C 4.877 2.732 -0.505 -0.057 -0.039 0.031
O 4.132 3.064 -1.380 0.101 -0.231 0.000
O 5.860 1.808 -0.640 -0.537 0.388 0.003
H 7.010 0.875 0.826 -0.104 0.004 -0.163
H 7.518 2.511 0.360 -0.077 0.008 -0.026
H 5.121 1.677 2.066 0.003 0.025 -0.057
H 6.215 3.054 2.302 -0.172 0.123 -0.106
C -1.706 -5.233 4.233 0.566 -0.246 0.870
C -1.983 -4.931 2.795 0.445 0.292 -0.494
O -3.341 -5.345 2.638 -0.466 -0.051 0.534
C -3.919 -5.305 3.876 -0.207 -0.176 0.514
O -5.096 -5.432 4.079 0.548 0.141 -0.372
O -2.995 -5.105 4.843 -0.741 -0.149 -0.698
H -0.996 -4.540 4.674 -0.933 -0.468 0.124
H -1.347 -6.253 4.384 -0.141 0.121 -0.035
H -1.909 -3.863 2.568 -0.051 -0.021 0.011
H -1.329 -5.481 2.120 -0.215 -0.052 -0.041
C 5.301 -3.033 1.581 -0.388 -0.359 -0.363
C 6.520 -2.240 1.194 0.325 -0.037 -0.538
O 6.666 -1.330 2.282 -0.291 -0.154 0.171
C 6.047 -1.891 3.361 -0.048 0.015 0.556
O 6.124 -1.471 4.471 -0.062 0.006 -0.287
O 5.333 -2.990 3.003 0.354 0.408 -0.007
H 5.339 -4.061 1.222 -0.028 0.004 0.219
H 4.373 -2.571 1.234 0.032 0.011 0.038
H 7.419 -2.858 1.128 -0.044 0.016 0.043
H 6.389 -1.705 0.254 0.046 0.140 0.143
C 0.822 9.444 4.649 0.649 0.048 0.392
C 0.368 8.416 3.654 0.316 -0.518 -0.210
O -1.040 8.638 3.589 -0.042 0.491 0.172
C -1.266 9.923 3.977 -0.364 0.179 -0.005
O -2.314 10.480 3.878 0.248 -0.130 0.010
O -0.140 10.487 4.491 -0.403 -0.197 -0.279
H 1.828 9.808 4.442 -0.144 0.179 -0.047
H 0.781 9.079 5.674 -0.028 0.030 -0.342
H 0.797 8.574 2.662 -0.027 0.009 0.045
H 0.587 7.399 3.975 -0.186 0.040 -0.037
C 2.312 -0.546 -8.414 0.020 -0.030 0.567
C 3.020 0.276 -9.456 0.377 0.510 0.008
O 2.959 -0.556 -10.610 -0.334 -0.216 0.315
C 1.902 -1.399 -10.450 -0.111 -0.341 -0.655
O 1.472 -2.107 -11.298 0.071 0.174 0.292
O 1.399 -1.320 -9.183 0.131 0.129 -0.150
H 1.781 0.069 -7.686 -0.126 -0.095 -0.071
H 2.988 -1.222 -7.883 0.013 0.032 -0.027
H 2.504 1.216 -9.670 -0.018 -0.052 0.005
H 4.053 0.493 -9.187 -0.007 -0.097 -0.192
C -2.681 -10.093 2.075 -0.420 -0.372 -0.328
C -1.453 -9.372 1.592 0.267 -0.047 -0.598
O -1.248 -8.388 2.602 -0.215 -0.115 0.298
C -1.846 -8.842 3.738 -0.073 0.022 0.463
O -1.721 -8.338 4.809 -0.009 -0.233 -0.288
O -2.602 -9.941 3.490 0.349 0.373 -0.017
H -2.685 -11.146 1.796 -0.016 0.020 0.224
H -3.606 -9.629 1.721 0.055 0.029 0.033
H -0.576 -10.022 1.549 -0.038 0.015 0.056
H -1.597 -8.906 0.618 0.044 0.160 0.150
C 1.270 -1.958 6.530 0.076 0.164 0.688
C 1.997 -1.251 5.421 0.412 0.569 0.113
O 1.906 -2.179 4.342 -0.414 -0.317 0.055
C 0.827 -2.968 4.578 0.112 -0.062 -0.256
O 0.371 -3.740 3.787 1.188 0.927 -0.193
O 0.332 -2.769 5.824 0.157 -0.062 -0.557
H 0.761 -1.269 7.202 -0.161 -0.158 -0.092
H 1.926 -2.606 7.115 -0.027 -0.004 -0.075
H 1.509 -0.318 5.127 -0.038 -0.067 -0.007
H 3.037 -1.042 5.668 0.007 -0.149 -0.198
C 0.911 9.117 10.036 -0.008 0.065 0.634
C 1.640 9.960 9.027 0.318 0.600 0.139
O 1.635 9.135 7.865 -0.298 -0.332 0.119
C 0.587 8.276 7.982 -0.265 -0.371 -0.086
O 0.199 7.563 7.108 0.156 0.160 0.323
O 0.040 8.334 9.223 0.234 0.049 -0.452
H 0.344 9.714 10.749 -0.136 -0.143 -0.108
H 1.578 8.448 10.585 -0.015 0.008 -0.059
H 1.116 10.892 8.802 -0.017 -0.069 -0.012
H 2.658 10.193 9.335 0.004 -0.108 -0.206
```
Forces are in eV/Å.

---

Entry 2:
# C3H4NO

The ion C3H4NO with charge +1 (ωB97M-V/def2-TZVPD, the Open Molecules 2025 dataset).

Calculated values
total charge	+1
orbital gap (spin up / spin down)	0.275 / 0.273	Eh
LUMO level (spin up / spin down)	-7.8 / -7.8	eV
multiplicity	1

XYZ file:
```
9
Properties=species:S:1:pos:R:3:forces:R:3
C -0.420 -1.190 -0.052 5.524 -1.867 0.939
C -1.638 -0.462 0.046 -2.138 4.210 -0.238
C 0.136 1.000 -0.019 0.375 -2.327 -2.772
N 0.622 -0.379 0.106 -5.432 0.791 -0.275
O -1.248 0.920 -0.007 -0.194 -4.337 -0.259
H -0.174 -2.323 -0.053 -1.087 2.025 -0.202
H 0.472 1.649 0.673 1.066 2.070 2.859
H 0.680 1.239 -0.951 -0.909 0.741 -0.355
H 1.570 -0.455 0.256 2.794 -1.306 0.303
```
Forces are in eV/Å.

---

| no. | total energy (hartree) |
| --- | --- |
| 1 | -5139.7904 |
| 2 | -246.2628 |